Below is a cluster of 15 separate species, C37H101N3O15 in total at a distorted geometry, with properties calculated with wB97M-V/def2-TZVPD.

Geometry as XYZ:
```
156
Properties=species:S:1:pos:R:3:forces:R:3
C 3.687046 1.018520 1.808424 1.2 1.6 -0.2
O 2.817106 0.128570 1.173394 0.2 -0.7 0.1
H 3.688206 1.934260 1.217214 -0.3 0.6 0.4
H 3.470826 1.214350 2.858664 -0.4 0.0 -0.1
H 4.751286 0.788170 1.759104 0.0 -1.1 0.0
H 2.055456 0.062480 1.754014 -0.6 -0.3 0.2
C 6.449126 3.714790 -1.112946 -0.4 -1.7 0.7
O 5.903366 4.556530 -2.021996 -0.3 2.5 -1.7
H 7.518456 3.568450 -1.265306 0.1 0.2 0.1
H 6.211706 4.041410 -0.100486 0.4 0.0 0.4
H 5.932496 2.770250 -1.283366 0.4 -0.7 0.6
H 5.098086 4.181220 -2.385696 -0.1 -0.3 -0.1
C -1.882554 0.742960 -2.697086 0.7 1.5 0.0
O -1.870614 1.710380 -1.589346 -1.2 -1.0 -1.2
H -0.954884 0.883060 -3.251966 0.4 -0.4 0.1
H -2.005144 -0.307660 -2.433896 0.0 0.2 0.5
H -2.609574 1.010870 -3.463756 -0.6 0.2 0.5
H -0.973434 1.746530 -1.249696 0.6 -0.3 0.2
C -0.626784 6.909520 -2.509566 0.8 0.5 -1.4
O -1.828014 6.939760 -1.836756 -0.4 0.5 0.6
H -0.439954 7.907560 -2.905936 -0.1 0.1 -0.2
H 0.304976 6.656970 -2.003456 -0.2 -0.3 0.9
H -0.677494 6.226480 -3.357496 0.0 -0.1 -0.3
H -1.820424 6.266860 -1.152096 -0.1 -0.3 0.1
C 4.095546 -0.463120 -2.052886 0.2 -0.6 -0.4
O 3.678946 0.645800 -1.288776 0.5 0.7 -1.1
H 3.375076 -1.268820 -1.911916 0.5 -0.2 -0.1
H 4.198126 -0.275520 -3.121716 -1.1 0.7 -0.1
H 5.142426 -0.736810 -1.921556 0.0 -0.4 1.2
H 3.428186 0.409330 -0.392786 -0.2 -0.6 0.2
C 3.271226 4.394200 3.991964 0.1 -1.1 0.1
O 3.288886 5.407820 4.991664 -0.2 0.1 -1.0
H 4.244886 4.103820 3.597294 0.4 0.3 0.3
H 2.825146 3.478560 4.380194 -0.1 -0.2 0.2
H 2.695956 4.581890 3.085364 -0.3 1.0 0.4
H 3.818376 5.104430 5.732734 0.0 -0.1 -0.1
C -1.778664 5.185100 1.351024 -0.9 0.4 0.2
O -1.770374 5.020170 -0.059286 0.4 -0.3 0.6
H -2.685884 4.738570 1.758034 0.0 -0.4 0.2
H -0.903684 4.797940 1.873144 0.2 -0.1 -0.2
H -1.911614 6.242790 1.578454 0.4 0.1 -0.2
H -1.954354 4.098450 -0.254726 0.1 -0.2 -0.2
C -4.535064 4.440870 -2.016096 1.2 -1.3 -0.2
O -3.623444 4.485030 -3.103616 0.0 0.7 -0.8
H -3.996094 4.629130 -1.087556 -0.4 0.6 0.2
H -5.372054 5.112140 -2.208306 0.2 -0.1 0.1
H -4.809254 3.387130 -1.965526 -0.9 0.0 0.3
H -2.784584 4.082300 -2.867556 -0.1 -0.1 0.3
C 2.798716 2.708470 -3.680466 -1.2 0.4 -0.9
O 3.708336 2.866170 -2.660196 1.5 0.9 0.2
H 2.554136 3.709160 -4.036686 -0.3 0.0 0.0
H 3.144986 2.182830 -4.570356 0.3 -0.4 0.2
H 1.918116 2.231150 -3.250566 -0.4 -0.1 -0.5
H 3.927036 2.002380 -2.302946 -0.1 -0.4 0.8
C 2.604536 5.425800 -0.326506 -0.1 0.4 0.1
O 1.880986 4.347770 -1.009556 0.8 1.7 1.1
H 3.654746 5.223720 -0.115996 0.0 -0.7 -0.1
H 2.650076 6.375860 -0.858866 -0.4 -0.2 -0.8
H 2.168406 5.755430 0.616494 -0.5 -0.8 0.1
H 2.500136 4.098750 -1.699656 0.2 -0.5 -0.3
O 0.618586 1.832090 -0.470396 -0.5 -0.3 0.2
H 1.394226 1.294900 -0.309026 0.3 -0.3 0.0
H 0.966896 2.693040 -0.702076 0.4 0.9 0.0
O 0.872466 0.133090 3.184714 0.3 -0.1 -0.1
H 0.989906 0.107240 4.134334 0.1 -0.1 0.3
H 0.074276 0.645370 3.055474 -0.3 0.1 -0.2
C 1.288186 -4.170320 1.718984 1.3 -1.2 0.9
C -0.145664 -3.811550 1.733944 -2.3 0.7 -0.7
C -0.183294 -2.433700 0.922194 -2.1 -0.6 0.8
C -1.600144 -2.037140 0.409154 0.6 -1.2 -1.2
C -2.180494 -3.220060 -0.445616 0.5 -0.1 1.4
C -2.246564 -4.571610 0.378244 -2.0 -0.3 -0.2
N -0.961244 -4.883650 1.000654 1.1 5.6 -2.5
O -0.866104 -6.076660 1.545514 0.0 -3.1 1.5
C -3.419244 -4.539820 1.417884 0.7 0.3 0.5
C -2.626184 -5.708250 -0.634106 1.4 -0.4 0.5
C -0.717044 -3.629560 3.194784 0.4 0.3 -1.1
H 1.889936 -3.324980 2.052754 0.0 0.1 0.0
H 1.691256 -4.511890 0.765584 -0.3 0.2 -0.3
H 1.463086 -4.986900 2.419484 0.2 -0.1 0.1
H 0.067686 -1.603490 1.582384 0.7 -0.3 0.2
H 0.541906 -2.521020 0.113144 -0.1 0.2 -0.1
H -1.513474 -1.143890 -0.209466 0.2 0.0 -0.3
H -2.269304 -1.682920 1.193274 0.0 -0.6 0.3
H -1.562894 -3.424480 -1.320196 0.5 0.1 0.1
H -3.137894 -2.938210 -0.883846 -0.4 -0.3 0.4
H -3.333334 -3.664920 2.062294 -0.3 0.4 -0.3
H -4.413234 -4.606470 0.975584 0.1 0.2 -0.1
H -3.351464 -5.329490 2.166174 0.2 -0.5 -0.4
H -2.561494 -6.712400 -0.215036 -0.9 0.1 0.9
H -3.597444 -5.578150 -1.111406 0.3 0.1 -0.1
H -1.799194 -5.898570 -1.318196 -0.1 1.0 -0.9
H -1.567864 -2.950370 3.140884 -0.1 0.0 0.1
H 0.025346 -3.164430 3.843334 0.1 0.0 0.0
H -1.052834 -4.567710 3.636634 0.2 -0.1 -0.1
H -0.510404 -6.601840 0.824924 0.2 -0.6 0.3
C -2.221494 0.010830 5.440584 0.5 1.4 -1.1
C -2.872314 1.329550 4.795954 0.0 -0.3 0.0
C -1.988504 1.935760 3.593064 -0.4 -0.8 1.1
C -2.074534 1.150050 2.306334 -0.8 0.0 -0.1
C -3.509634 1.014310 1.804614 0.3 0.8 1.8
C -4.460924 0.432750 2.980694 0.0 0.6 -2.3
N -4.281274 1.180230 4.278884 1.2 -0.1 -2.0
O -5.186304 0.632850 5.218924 0.6 -0.2 0.3
C -5.856214 0.784290 2.437064 0.2 0.7 1.2
C -4.288274 -1.072270 2.972234 0.3 -0.6 1.1
C -2.936854 2.434490 5.851064 -0.3 0.1 0.9
H -2.772764 -0.516040 6.219434 -0.3 0.4 -0.2
H -1.281834 0.385970 5.846064 0.1 0.0 0.5
H -1.876644 -0.702880 4.692394 -0.4 -0.1 -0.2
H -2.179654 3.006140 3.516604 -0.6 -0.1 -0.3
H -0.924714 1.948290 3.830344 0.1 -0.1 0.9
H -1.717554 0.144180 2.527464 0.3 -0.2 -0.2
H -1.436554 1.618080 1.556654 0.1 -0.2 -0.2
H -3.510684 0.512460 0.837014 -0.4 -0.7 0.3
H -3.871894 2.013290 1.561924 -0.1 0.2 0.1
H -6.592944 0.583090 3.214784 -0.3 -0.4 -0.4
H -5.846204 1.869840 2.339204 -0.2 0.1 -0.3
H -6.081734 0.339090 1.468024 0.0 -0.2 0.2
H -4.451114 -1.461390 1.967154 0.2 0.0 0.0
H -3.315984 -1.357340 3.374084 0.3 0.0 -0.5
H -4.941444 -1.637190 3.637304 -0.5 0.4 0.1
H -1.989014 2.692030 6.323664 0.4 -0.1 -0.5
H -3.542684 2.182220 6.721374 -0.3 -0.4 -0.1
H -3.374624 3.357560 5.471034 0.1 -0.1 -0.3
H -5.773004 1.374250 5.385374 -0.1 0.0 0.1
C 3.297746 -4.010100 -1.906476 1.2 1.1 -1.3
C 3.007426 -4.422870 -3.357926 -1.9 -0.4 0.2
C 1.990446 -5.679630 -3.238306 0.2 1.5 -0.4
C 0.530246 -5.251120 -2.910976 1.9 0.3 0.0
C 0.098436 -4.328600 -4.058686 -0.9 -0.4 1.2
C 0.906566 -3.013410 -4.244956 0.6 -0.1 1.4
N 2.378716 -3.326070 -4.175316 -1.2 -1.7 -0.8
O 3.175916 -2.187560 -4.426486 0.0 -0.4 0.4
C 0.553606 -2.481500 -5.675536 0.3 -0.6 1.0
C 0.571666 -2.013830 -3.055756 -0.3 -0.9 -0.6
C 4.298866 -4.912450 -4.052406 -0.3 0.1 0.5
H 3.602776 -4.881820 -1.327546 -0.1 0.3 0.3
H 2.566706 -3.343410 -1.449076 -0.3 -0.6 0.1
H 4.143296 -3.348740 -2.095506 0.5 0.0 0.8
H 2.078116 -6.153980 -4.215756 -0.5 -0.4 0.0
H 2.343866 -6.354590 -2.458806 0.4 0.0 -0.2
H 0.493186 -4.793060 -1.922586 0.3 0.8 0.0
H -0.083594 -6.113220 -2.650036 -0.3 -0.3 -1.1
H -0.930484 -4.045760 -3.836336 -0.2 0.3 -0.2
H 0.028386 -4.980000 -4.929826 0.4 0.4 -0.4
H 1.036446 -1.530830 -5.901806 0.1 -0.2 -0.1
H 0.849876 -3.311030 -6.317566 0.4 0.4 -0.4
H -0.514454 -2.380450 -5.868216 -0.1 0.2 0.5
H 1.190086 -1.118410 -3.118096 -0.4 0.2 -0.2
H -0.505324 -1.858100 -2.992866 0.0 0.7 -0.6
H 0.724876 -2.423250 -2.057256 0.6 -0.5 -0.2
H 4.839776 -5.489340 -3.302266 0.1 -0.3 -0.2
H 4.990676 -4.134900 -4.376316 -0.2 0.4 0.2
H 4.089936 -5.525130 -4.929376 -0.1 -0.1 0.1
H 3.489506 -2.383540 -5.312406 0.2 0.3 -0.2
```
Positions in Å, forces in eV/Å.

Output
**Highest occupied orbital energy**: -8.067 eV
**Energy**: -2762.8183 hartree
**Energy above the lowest of the compared OMol25 structures with the same formula, charge and spin**: 224.9 kJ/mol